Entry 1:
Entry from the Open Molecules 2025 dataset: a structure of composition C24H19N3O6PReS (the ωB97M-V functional and the def2-TZVPD basis).

## Properties
Highest occupied orbital energy (alpha / beta): -11.65 / -12.16 eV
Lowest unoccupied orbital energy (alpha / beta): -3.1 / -5.0 eV
Multiplicity: 4
Kohn-Sham gap (alpha / beta): 8.6 / 7.2 eV
Charge: +1

Last column: Löwdin charge in e.
Atoms and positions in Å:
Re1 0.086 -1.280 -0.044  1.378
O1 -5.575 -2.570 -1.112  0.160
C1 -5.430 -1.294 -0.795  -0.483
O2 -6.347 -0.529 -0.682  0.138
C2 -4.037 -0.787 -0.564  -0.014
C3 -3.782 0.521 -0.196  0.056
N1 -2.459 0.664 -0.068  0.080
N2 -1.830 -0.488 -0.349  -0.134
C4 -2.780 -1.378 -0.651  -0.119
C5 -2.292 -2.764 -0.910  -0.507
O3 -3.058 -3.643 -1.221  0.135
O4 -1.003 -2.907 -0.700  -0.151
H1 -4.719 -3.056 -1.121  0.080
H2 -4.477 1.328 -0.025  0.159
H3 -1.936 1.488 0.188  0.150
O5 3.525 -1.017 -2.296  0.140
C6 2.644 -0.741 -1.541  -0.646
O6 1.444 -1.353 -1.554  -0.263
C7 2.813 0.325 -0.453  -0.194
P1 1.135 0.907 -0.106  0.942
C8 1.054 1.987 1.329  -0.365
C9 0.174 3.072 1.354  -0.106
C10 0.051 3.836 2.506  -0.056
C11 0.802 3.522 3.630  -0.051
C12 1.674 2.441 3.610  -0.052
C13 1.797 1.669 2.466  -0.085
C14 0.674 1.884 -1.553  -0.359
C15 -0.114 1.362 -2.578  -0.091
C16 -0.364 2.117 -3.715  -0.050
C17 0.179 3.388 -3.836  -0.047
C18 0.978 3.907 -2.825  -0.051
C19 1.230 3.159 -1.689  -0.088
H4 3.476 1.118 -0.785  0.114
H5 3.242 -0.161 0.426  0.100
H6 -0.386 3.345 0.466  0.100
H7 -0.622 4.686 2.521  0.116
H8 0.711 4.123 4.525  0.117
H9 2.258 2.198 4.489  0.117
H10 2.469 0.818 2.465  0.106
H11 -0.518 0.361 -2.515  0.086
H12 -0.971 1.706 -4.512  0.118
H13 -0.011 3.973 -4.726  0.117
H14 1.410 4.895 -2.925  0.117
H15 1.857 3.569 -0.905  0.118
S1 -0.501 -1.732 2.244  0.662
C20 0.675 -3.005 1.931  -0.703
C21 0.840 -4.194 2.612  -0.049
C22 1.778 -5.082 2.116  -0.011
C23 2.494 -4.789 0.952  -0.021
C24 2.246 -3.611 0.294  -0.063
N3 1.362 -2.727 0.806  -0.148
H16 0.245 -4.407 3.490  0.123
H17 1.941 -6.026 2.621  0.126
H18 3.219 -5.480 0.548  0.121
H19 2.728 -3.345 -0.637  0.126


Entry 2:
Entry from the Open Molecules 2025 dataset: a cluster of 9 separate species, C4H25NO11 in total in a non-equilibrium geometry (the ωB97M-V functional and the def2-TZVPD basis).

## Properties
Highest occupied orbital energy: -10.26 eV
Lowest unoccupied orbital energy: 0.4 eV
Kohn-Sham gap: 10.6 eV
SMILES: O=C(CCO)NCO.O.O.O.O.O.O.O.O
Charge: 0

Last column: Löwdin charge in e.
Atoms and positions in Å:
O1 0.708 0.929 2.096  0.027
C1 -0.339 0.945 1.453  -0.468
C2 -0.461 -0.055 0.299  -0.068
C3 0.786 -0.944 0.155  -0.198
O2 0.423 -1.802 -0.937  -0.129
N1 -1.376 1.772 1.760  0.097
C4 -2.637 1.673 0.997  -0.216
O3 -3.261 0.423 1.259  -0.060
H1 -0.575 0.461 -0.664  0.118
H2 -1.437 -0.522 0.446  0.097
H3 1.006 -1.436 1.105  0.110
H4 1.629 -0.368 -0.239  0.079
H5 1.210 -2.244 -1.300  0.097
H6 -1.368 2.582 2.355  0.148
H7 -2.602 1.784 -0.087  0.129
H8 -3.304 2.450 1.399  0.127
H9 -2.969 0.012 2.065  0.087
O4 0.339 3.252 0.146  -0.044
H10 0.115 2.799 -0.669  0.011
H11 1.284 3.416 -0.019  0.048
O5 -1.339 -3.276 0.791  -0.068
H12 -0.581 -2.892 0.295  0.007
H13 -1.308 -3.012 1.727  0.034
O6 1.394 2.120 -2.399  -0.059
H14 0.787 1.386 -2.659  0.017
H15 1.936 2.328 -3.146  0.041
O7 0.567 -1.883 3.441  -0.049
H16 0.558 -1.829 4.395  0.037
H17 0.962 -1.045 3.172  0.009
O8 3.147 -1.647 -1.426  -0.034
H18 3.287 -0.709 -1.513  0.030
H19 3.665 -1.927 -0.657  0.074
O9 0.162 -0.260 -3.103  -0.069
H20 -0.681 -0.394 -3.579  0.071
H21 0.131 -0.896 -2.352  0.006
O10 3.112 1.198 0.043  -0.061
H22 2.612 1.818 -0.517  0.011
H23 2.491 0.903 0.722  0.012
O11 -2.770 -1.493 -2.014  -0.063
H24 -2.078 -2.096 -1.683  0.026
H25 -3.225 -1.522 -1.160  0.035


Entry 3:
Entry from the Open Molecules 2025 dataset: the ion C5H12NO with charge +1 in a non-equilibrium geometry (the ωB97M-V functional and the def2-TZVPD basis).

## Properties
Highest occupied orbital energy: -11.43 eV
Lowest unoccupied orbital energy: -6.8 eV
Kohn-Sham gap: 4.6 eV
SMILES: [NH3+]/C=C/CCCO
Charge: +1

Last column: Löwdin charge in e.
Atoms and positions in Å:
N1 1.256 0.687 1.672  0.203
C1 0.093 1.609 1.316  0.112
C2 -1.009 0.835 0.974  -0.186
C3 -1.278 0.479 -0.480  -0.214
C4 -0.448 -0.263 -1.574  -0.166
C5 0.115 -1.573 -0.923  -0.126
O1 1.459 -1.171 -0.212  -0.172
H1 0.921 0.447 0.651  0.145
H2 2.210 0.807 1.862  0.129
H3 0.965 -0.212 2.164  0.204
H4 0.176 2.664 1.213  0.145
H5 -1.779 0.691 1.688  0.110
H6 -2.227 -0.024 -0.427  0.114
H7 -1.533 1.412 -0.984  0.106
H8 -1.291 -0.617 -2.206  0.129
H9 0.301 0.188 -2.214  0.111
H10 -0.674 -1.936 -0.214  0.126
H11 0.588 -2.337 -1.632  0.137
H12 2.154 -1.686 -0.674  0.094


Entry 4:
Entry from the Open Molecules 2025 dataset: a cluster of 3 separate species, C17H20FN2 in total in a non-equilibrium geometry (the ωB97M-V functional and the def2-TZVPD basis).

## Properties
Highest occupied orbital energy: -10.00 eV
Lowest unoccupied orbital energy: -5.3 eV
Kohn-Sham gap: 4.7 eV
Charge: +1

Last column: Löwdin charge in e.
Atoms and positions in Å:
C1 4.712 -1.727 -1.163  -0.069
C2 4.325 -1.876 0.182  -0.072
C3 2.989 -1.723 0.547  -0.031
C4 1.993 -1.417 -0.418  -0.227
C5 0.607 -1.245 -0.024  -0.036
C6 -0.437 -1.337 -0.928  -0.042
N1 -1.685 -1.672 -0.609  -0.085
C7 -2.746 -1.772 -1.606  -0.124
C8 -4.031 -2.043 -0.812  -0.144
C9 -3.628 -2.186 0.666  -0.140
C10 -2.099 -2.018 0.740  -0.129
C11 2.400 -1.293 -1.772  -0.032
C12 3.741 -1.434 -2.134  -0.071
H1 5.760 -1.820 -1.446  0.107
H2 5.073 -2.108 0.940  0.109
H3 2.679 -1.862 1.585  0.115
H4 0.396 -1.364 1.045  0.104
H5 -0.269 -1.107 -1.983  0.139
H6 -2.807 -0.840 -2.187  0.130
H7 -2.547 -2.588 -2.321  0.135
H8 -4.727 -1.212 -0.948  0.112
H9 -4.511 -2.952 -1.181  0.114
H10 -4.107 -1.415 1.274  0.110
H11 -3.916 -3.161 1.066  0.114
H12 -1.627 -2.954 1.087  0.140
H13 -1.812 -1.233 1.453  0.126
H14 1.649 -1.093 -2.535  0.099
H15 4.031 -1.312 -3.179  0.109
F1 0.379 1.113 0.597  -0.120
N2 0.192 2.820 0.963  0.054
C13 -1.041 3.291 1.152  -0.040
C14 -1.228 4.652 1.437  -0.021
C15 -0.114 5.489 1.517  -0.029
C16 1.159 4.952 1.317  -0.017
C17 1.287 3.582 1.034  -0.028
H16 -1.883 2.600 1.078  0.136
H17 -2.231 5.025 1.589  0.116
H18 -0.237 6.556 1.737  0.128
H19 2.048 5.563 1.372  0.117
H20 2.260 3.120 0.869  0.141


Entry 5:
Entry from the Open Molecules 2025 dataset: a cluster of 9 separate species, C45H103N5O9 in total in a non-equilibrium geometry (the ωB97M-V functional and the def2-TZVPD basis).

## Properties
Highest occupied orbital energy (alpha / beta): -9.38 / -9.38 eV
Lowest unoccupied orbital energy (alpha / beta): -2.4 / -6.4 eV
Multiplicity: 2
Kohn-Sham gap (alpha / beta): 7.0 / 3.0 eV
Charge: +1

Last column: Löwdin charge in e.
Atoms and positions in Å:
O1 -2.165 4.158 5.640  -0.057
H1 -1.821 3.265 5.653  -0.011
H2 -1.500 4.664 5.172  0.023
O2 -1.848 -0.791 7.354  -0.040
H3 -2.333 -1.613 7.280  0.039
H4 -2.307 -0.302 8.037  0.037
O3 0.319 3.091 6.083  -0.045
H5 1.253 2.992 5.896  0.039
H6 0.245 2.930 7.024  0.056
O4 -0.427 -2.915 4.831  -0.053
H7 -0.982 -2.160 5.026  -0.012
H8 -0.771 -3.259 4.007  0.000
C1 3.083 -2.456 0.497  -0.048
C2 3.949 -2.204 1.735  -0.510
C3 3.982 -3.526 2.586  -0.100
C4 5.205 -3.528 3.549  -0.160
C5 6.587 -3.333 2.881  -0.123
C6 6.576 -2.016 2.047  -0.472
N1 5.310 -1.921 1.268  -0.136
O5 5.290 -0.789 0.469  -0.017
C7 6.865 -0.741 2.894  -0.037
C8 7.746 -2.171 1.062  -0.050
C9 3.314 -1.078 2.485  -0.033
H9 3.420 -3.308 -0.092  0.089
H10 2.777 -1.664 -0.187  0.073
H11 2.117 -2.850 0.812  0.085
H12 3.073 -3.535 3.188  0.106
H13 3.854 -4.419 1.974  0.113
H14 5.283 -4.376 4.228  0.111
H15 5.082 -2.624 4.145  0.101
H16 6.783 -4.235 2.301  0.119
H17 7.258 -3.288 3.738  0.118
H18 6.143 -0.558 3.690  0.058
H19 7.715 -0.968 3.537  0.081
H20 7.002 0.258 2.479  0.077
H21 8.710 -2.582 1.364  0.090
H22 7.437 -2.830 0.251  0.082
H23 7.839 -1.208 0.562  0.072
H24 3.992 -0.436 3.048  0.080
H25 2.594 -1.550 3.154  0.087
H26 2.663 -0.546 1.791  0.053
H27 5.267 -1.316 -0.333  0.105
C10 -4.298 -7.198 -4.566  -0.019
C11 -3.493 -6.205 -3.587  -0.445
C12 -3.123 -4.963 -4.455  -0.192
C13 -4.250 -4.040 -4.644  -0.189
C14 -4.899 -3.755 -3.245  -0.125
C15 -5.425 -4.987 -2.398  -0.424
N2 -4.227 -5.874 -2.348  -0.096
O6 -4.321 -7.023 -1.456  -0.022
C16 -5.703 -4.437 -0.964  -0.042
C17 -6.697 -5.685 -3.126  -0.005
C18 -2.036 -6.746 -3.329  -0.033
H28 -4.998 -6.765 -5.281  0.064
H29 -4.895 -7.826 -3.905  0.069
H30 -3.602 -7.884 -5.049  0.072
H31 -2.242 -4.459 -4.056  0.109
H32 -2.871 -5.399 -5.422  0.122
H33 -4.996 -4.549 -5.255  0.096
H34 -4.049 -3.083 -5.125  0.112
H35 -5.684 -3.051 -3.520  0.108
H36 -4.260 -3.134 -2.617  0.103
H37 -6.140 -5.232 -0.360  0.075
H38 -4.837 -4.059 -0.420  0.068
H39 -6.455 -3.652 -1.048  0.081
H40 -7.625 -5.266 -2.736  0.069
H41 -6.667 -5.715 -4.215  0.061
H42 -6.809 -6.701 -2.747  0.070
H43 -1.602 -7.204 -4.218  0.081
H44 -2.184 -7.571 -2.633  0.074
H45 -1.471 -5.883 -2.974  0.073
H46 -4.121 -6.700 -0.574  0.088
C19 3.366 5.259 -2.148  0.009
C20 2.792 5.557 -0.705  -0.368
C21 1.214 5.473 -0.712  -0.116
C22 0.532 5.193 0.630  -0.139
C23 1.219 3.911 1.180  -0.132
C24 2.717 4.011 1.392  -0.421
N3 3.419 4.595 0.257  0.034
O7 4.743 4.717 0.370  0.127
C25 3.049 4.905 2.670  0.045
C26 3.279 2.540 1.510  0.021
C27 3.221 7.045 -0.376  0.004
H47 3.374 4.200 -2.404  0.078
H48 4.410 5.571 -2.116  0.083
H49 2.866 5.822 -2.937  0.094
H50 0.815 6.443 -1.009  0.123
H51 0.794 4.870 -1.517  0.097
H52 -0.506 4.905 0.461  0.113
H53 0.429 6.035 1.314  0.120
H54 1.072 3.138 0.425  0.103
H55 0.754 3.674 2.137  0.117
H56 4.099 4.769 2.928  0.089
H57 2.926 5.958 2.414  0.077
H58 2.399 4.597 3.489  0.100
H59 2.583 1.766 1.833  0.075
H60 3.638 2.108 0.576  0.092
H61 4.175 2.521 2.131  0.090
H62 2.943 7.221 0.663  0.080
H63 2.806 7.814 -1.028  0.108
H64 4.287 7.241 -0.491  0.089
H65 4.784 5.543 0.857  0.129
C28 -4.680 -1.604 3.451  -0.035
C29 -3.507 -1.188 2.498  -0.492
C30 -4.217 -0.628 1.230  -0.128
C31 -3.305 0.029 0.187  -0.159
C32 -2.616 1.220 0.911  -0.119
C33 -1.843 0.828 2.225  -0.432
N4 -2.702 -0.092 3.081  -0.081
O8 -2.024 -0.538 4.222  -0.026
C34 -0.472 0.222 1.791  -0.016
C35 -1.589 2.061 3.097  -0.052
C36 -2.794 -2.447 2.206  -0.042
H66 -4.349 -2.093 4.368  0.080
H67 -5.494 -2.181 3.013  0.085
H68 -5.266 -0.754 3.801  0.081
H69 -4.743 -1.434 0.717  0.111
H70 -5.024 0.047 1.516  0.122
H71 -3.785 0.329 -0.744  0.107
H72 -2.604 -0.697 -0.226  0.099
H73 -3.386 1.862 1.338  0.116
H74 -2.028 1.888 0.282  0.081
H75 -0.591 -0.817 1.483  0.070
H76 0.020 0.735 0.964  0.060
H77 0.208 0.232 2.642  0.070
H78 -1.560 3.005 2.553  0.076
H79 -2.424 2.300 3.757  0.078
H80 -0.745 2.001 3.783  0.067
H81 -2.097 -2.349 1.374  0.082
H82 -3.529 -3.246 2.112  0.092
H83 -2.218 -2.909 3.008  0.060
H84 -2.164 0.175 4.850  0.092
C37 -1.125 3.067 -5.943  -0.023
C38 -0.394 3.650 -4.717  -0.476
C39 -1.519 4.110 -3.679  -0.097
C40 -2.051 2.918 -2.829  -0.141
C41 -0.836 2.167 -2.152  -0.157
C42 0.289 1.715 -3.052  -0.462
N5 0.587 2.682 -4.100  -0.131
O9 1.610 2.318 -4.944  0.003
C43 1.606 1.415 -2.200  -0.011
C44 -0.139 0.328 -3.707  -0.015
C45 0.328 4.893 -5.103  -0.052
H85 -1.833 2.282 -5.677  0.076
H86 -0.382 2.690 -6.646  0.089
H87 -1.746 3.835 -6.405  0.084
H88 -1.195 4.816 -2.914  0.097
H89 -2.356 4.575 -4.200  0.118
H90 -2.653 2.074 -3.164  0.106
H91 -2.590 3.334 -1.977  0.098
H92 -1.236 1.264 -1.692  0.094
H93 -0.614 2.700 -1.227  0.081
H94 1.879 2.364 -1.737  0.039
H95 1.340 0.756 -1.373  0.070
H96 2.485 1.031 -2.718  0.083
H97 -1.055 0.470 -4.281  0.067
H98 0.612 0.102 -4.463  0.077
H99 -0.359 -0.556 -3.109  0.080
H100 -0.231 5.554 -5.765  0.100
H101 1.272 4.679 -5.605  0.082
H102 0.720 5.350 -4.194  0.064
H103 2.316 2.846 -4.563  0.096


Calculated E, -2359.39223 -1049.81237 -327.16093 -868.78347 -2726.66744 Eh (same order as the records).